[1]
Entry from the OMol25 dataset: a single C20H17N5O4S2 molecule (ωB97M-V with the def2-TZVPD basis set).

Cartesian coordinates (Å):
C1 2.24018 0.55024 5.85281
O1 1.20696 -0.36956 5.58883
C2 0.47545 -0.22720 4.45642
C3 0.67082 0.76433 3.49852
C4 -0.14129 0.81785 2.37964
C5 -1.15556 -0.11254 2.18912
C6 -2.02502 -0.13074 0.98619
O2 -2.49742 -1.15079 0.52502
N1 -2.29970 1.09406 0.45570
C7 -2.99169 1.22567 -0.79909
C8 -2.04437 1.49631 -1.91550
N2 -2.19479 1.23386 -3.16906
N3 -1.08580 1.65628 -3.80656
C9 -0.29353 2.13311 -2.89979
S1 1.28386 2.80506 -3.08234
C10 2.06992 1.70439 -4.32441
C11 1.13133 1.04424 -5.30476
O3 0.95203 1.45837 -6.42045
N4 0.55619 -0.14452 -4.90770
C12 0.49928 -0.71236 -3.66789
N5 1.13701 -0.32346 -2.62601
C13 0.86107 -1.10329 -1.53656
C14 1.41096 -0.94464 -0.26990
C15 1.05054 -1.83057 0.72396
C16 0.14317 -2.85657 0.47793
C17 -0.42389 -3.02429 -0.77042
C18 -0.05642 -2.14810 -1.77427
S2 -0.56325 -2.11340 -3.44180
O4 -0.84616 2.08239 -1.66593
C19 -1.33163 -1.11745 3.14101
C20 -0.53709 -1.17208 4.26121
H1 2.66902 0.24447 6.80556
H2 1.85613 1.57135 5.94046
H3 3.01536 0.51654 5.08079
H4 1.45623 1.49531 3.60936
H5 0.06004 1.57676 1.63671
H6 -1.84161 1.91099 0.82546
H7 -3.73487 2.02959 -0.74494
H8 -3.50393 0.27946 -0.99964
H9 2.61881 0.95565 -3.75407
H10 2.74364 2.35870 -4.87751
H11 -0.07918 -0.53191 -5.59703
H12 2.10840 -0.14134 -0.09212
H13 1.47462 -1.72515 1.71120
H14 -0.12925 -3.52714 1.27741
H15 -1.13693 -3.80954 -0.96017
H16 -2.10763 -1.84908 2.97733
H17 -0.66999 -1.93926 5.00726

Results
Net charge: 0
Spin multiplicity: 1
HOMO-LUMO gap in eV: 8.78
SMILES: COc1ccc(C(=O)NCc2nnc(SCC(=O)Nc3nc4ccccc4s3)o2)cc1
HOMO energy in eV: -8.400
F_max in eV Å⁻¹: 1.62

---

[2]
Entry from the OMol25 dataset: 2 unconnected molecules or ions with the total composition C2H8O2 (ωB97M-V with the def2-TZVPD basis set).

Cartesian coordinates (Å):
C1 2.04882 -1.46337 0.03459
O1 2.05311 -0.04996 -0.09530
H1 2.09452 -2.11103 -0.88404
H2 1.05056 -1.77805 0.49649
H3 3.14038 -1.76852 0.53906
H4 1.66071 0.16892 -0.95840
C2 -1.90109 1.32089 0.48865
O2 -2.08524 0.23620 -0.42263
H5 -2.34546 2.15030 0.00249
H6 -0.87310 1.62178 0.75504
H7 -2.37962 1.18957 1.52768
H8 -2.97723 -0.10796 -0.47430

Results
Net charge: 0
Spin multiplicity: 1
HOMO-LUMO gap in eV: 11.15
SMILES: CO.CO
HOMO energy in eV: -10.304
F_max in eV Å⁻¹: 3.47

---

[3]
Entry from the OMol25 dataset: a molecular structure, C33H42NO4P2SSiTa (ωB97M-V with the def2-TZVPD basis set).

Cartesian coordinates (Å):
Ta1 1.07426 0.41608 0.44867
N1 -0.41818 0.86396 -2.33133
P1 -0.73832 1.68139 -0.90874
C1 -2.48277 1.95673 -0.64197
C2 -3.24563 1.04188 0.08586
C3 -4.60486 1.25174 0.24208
C4 -5.20225 2.36942 -0.32771
C5 -4.44755 3.28231 -1.05242
C6 -3.08526 3.08415 -1.20874
C7 0.10848 3.26160 -0.87454
C8 1.16765 3.51780 -1.74657
C9 1.89822 4.68724 -1.60592
C10 1.58616 5.58573 -0.59646
C11 0.53273 5.33182 0.27723
C12 -0.21050 4.17452 0.14179
P2 0.43186 -0.56668 -1.98961
C13 1.56143 -0.92673 -3.32304
C14 2.92069 -1.14849 -3.12863
C15 3.72275 -1.46341 -4.21679
C16 3.17303 -1.54317 -5.48593
C17 1.81127 -1.33204 -5.68096
C18 1.00056 -1.03996 -4.60192
C19 -0.77101 -1.90850 -2.03455
C20 -2.14174 -1.66182 -2.01511
C21 -3.03387 -2.72444 -1.99392
C22 -2.55890 -4.02858 -1.98481
C23 -1.19156 -4.27618 -2.01358
C24 -0.29575 -3.22061 -2.04263
H1 -0.75573 1.12308 -3.25237
H2 -2.78495 0.16149 0.51691
H3 -5.20099 0.54860 0.80813
H4 -6.26420 2.53268 -0.20160
H5 -4.91980 4.15080 -1.49054
H6 -2.49206 3.80490 -1.75876
H7 1.42724 2.81302 -2.52491
H8 2.71542 4.89284 -2.28344
H9 2.16113 6.49605 -0.49171
H10 0.28599 6.04341 1.05329
H11 -1.04814 3.98809 0.80485
H12 3.34929 -1.09087 -2.14006
H13 4.77862 -1.64365 -4.06883
H14 3.80535 -1.78133 -6.33067
H15 1.38382 -1.41022 -6.67115
H16 -0.06732 -0.91932 -4.75314
H17 -2.52012 -0.64821 -2.04109
H18 -4.09886 -2.53393 -1.99990
H19 -3.25569 -4.85603 -1.97451
H20 -0.82503 -5.29381 -2.03000
H21 0.76943 -3.41748 -2.08998
O1 2.91038 -0.70530 0.24003
S1 3.59629 0.65751 0.15266
O2 4.93579 0.72231 0.56331
O3 2.57282 1.39886 1.18259
O4 3.12478 1.22339 -1.10234
C25 2.81726 -1.40236 3.31714
Si1 1.10436 -1.00542 2.74170
C26 0.23985 0.43939 3.64169
C27 1.24304 1.27792 4.44096
C28 -0.29233 1.28911 2.47308
C29 -0.93191 0.03196 4.53905
C30 0.05046 -2.48633 2.22321
C31 0.91648 -3.33957 1.28695
C32 -0.42214 -3.33246 3.40988
C33 -1.15425 -1.96816 1.42305
H22 2.75428 -1.80594 4.33431
H23 3.45502 -0.51836 3.35557
H24 3.29846 -2.15194 2.69133
H25 2.09112 1.59837 3.83197
H26 1.63224 0.71133 5.28679
H27 0.75389 2.17033 4.84082
H28 0.50000 1.94726 2.04252
H29 -1.06739 2.01265 2.74732
H30 -0.81654 0.66750 1.70783
H31 -0.59249 -0.59588 5.36426
H32 -1.71186 -0.51284 4.00510
H33 -1.38743 0.92487 4.97731
H34 1.78299 -3.76169 1.79599
H35 1.29169 -2.76232 0.43168
H36 0.32526 -4.16881 0.89007
H37 0.42022 -3.71948 3.98593
H38 -0.99166 -4.19489 3.05117
H39 -1.06618 -2.76770 4.08463
H40 -0.83157 -1.28760 0.60641
H41 -1.87325 -1.42308 2.03777
H42 -1.68197 -2.78849 0.92804

Results
Net charge: +2
Spin multiplicity: 1
HOMO-LUMO gap in eV: 6.99
HOMO energy in eV: -14.391
F_max in eV Å⁻¹: 0.75

---

[4]
Entry from the OMol25 dataset: a molecular structure, C40H100F6N8O12Sr (ωB97M-V with the def2-TZVPD basis set).

Cartesian coordinates (Å):
Sr1 3.75839 -1.08861 0.56097
C1 0.54644 -0.04326 -1.31464
O1 0.08954 0.31377 -0.00152
O2 1.82356 -0.54211 -1.22090
C2 -0.59230 -0.79097 -2.11460
F1 -1.11639 -1.81108 -1.46134
F2 -1.61039 -0.01109 -2.49389
F3 -0.15125 -1.30131 -3.31445
C3 -0.79361 1.44107 0.13382
C4 -0.57902 2.03623 1.48405
H1 -0.80031 3.10125 1.41432
H2 -1.23843 1.55566 2.20679
H3 0.48598 2.22005 1.62577
H4 -1.83833 1.22489 -0.08967
H5 -0.59304 2.29634 -0.51148
H6 0.58054 0.82106 -1.97787
C5 3.21890 -0.39912 -5.02455
O3 2.69998 -1.07196 -6.19042
O4 3.73395 -1.40788 -4.28745
C6 4.02123 0.91321 -5.37499
F4 4.78640 0.61089 -6.39254
F5 3.30423 1.98956 -5.77837
F6 4.77927 1.39690 -4.33668
C7 1.75882 -0.25486 -6.97738
C8 2.33546 -0.00909 -8.39786
H7 3.23589 0.59493 -8.28617
H8 2.70914 -0.89519 -8.91098
H9 1.58299 0.55790 -8.94595
H10 1.45673 0.69706 -6.54070
H11 0.85206 -0.85867 -6.94152
H12 2.37510 -0.10383 -4.40092
C9 0.60668 -5.24410 -2.83666
C10 0.99541 -4.72573 -4.24146
C11 -0.17593 -4.49684 -5.12209
O5 0.18916 -3.78651 -6.30478
C12 -0.63405 -3.81654 -7.35778
N1 1.70823 -3.52074 -4.14280
H13 0.00862 -4.53922 -2.25910
H14 1.51461 -5.40597 -2.25567
H15 0.14985 -6.22857 -2.93777
H16 1.64516 -5.42585 -4.76660
H17 -0.97217 -3.92588 -4.64447
H18 -0.48144 -5.50429 -5.40462
H19 -0.32765 -4.51392 -8.13745
H20 -0.58108 -2.84948 -7.85785
H21 -1.67211 -3.82561 -7.02543
H22 1.37025 -2.94437 -3.38540
H23 1.30686 -3.07385 -4.95478
C13 7.17295 1.02382 -1.85113
C14 6.02422 0.76855 -0.90529
C15 4.62361 1.33272 -1.34023
O6 3.84710 1.37898 -0.21425
C16 2.97566 2.55413 -0.15763
N2 5.88870 -0.67338 -0.75993
H24 7.51830 2.05591 -1.91109
H25 6.75776 0.74438 -2.81945
H26 7.97934 0.29487 -1.77070
H27 6.30349 1.38446 -0.05045
H28 4.34774 0.70151 -2.18497
H29 4.78374 2.30499 -1.80622
H30 3.49908 3.48658 0.05378
H31 2.23751 2.43113 0.63490
H32 2.39587 2.69771 -1.06940
H33 6.80264 -1.10231 -0.73097
H34 5.43035 -1.01879 -1.59100
C17 1.83865 5.67365 -1.79853
C18 1.52213 5.26595 -3.19561
C19 1.38720 3.71422 -3.46806
O7 0.75428 3.49119 -4.74725
C20 0.09637 2.19131 -4.87726
N3 0.26681 5.95629 -3.52362
H35 1.05590 5.58994 -1.04461
H36 2.09980 6.73125 -1.76112
H37 2.73195 5.21197 -1.37785
H38 2.29277 5.69719 -3.83458
H39 0.88460 3.16602 -2.67122
H40 2.41968 3.37792 -3.56295
H41 0.68010 1.34301 -4.51986
H42 -0.25613 2.04107 -5.89769
H43 -0.83156 2.19371 -4.30539
H44 -0.11595 5.91782 -4.45748
H45 -0.41092 5.41173 -3.00960
C21 -6.42189 -4.03961 -1.03643
C22 -7.41950 -2.86385 -1.04736
C23 -6.73856 -1.54080 -0.82314
O8 -5.74563 -1.44870 -1.82019
C24 -5.00950 -0.25066 -1.96490
N4 -7.98113 -2.93069 -2.39427
H46 -5.84178 -4.11823 -1.95588
H47 -7.03253 -4.94179 -1.00053
H48 -5.71021 -3.96745 -0.21400
H49 -8.24283 -3.14491 -0.39066
H50 -6.33610 -1.44514 0.18531
H51 -7.30775 -0.63454 -1.03003
H52 -5.72786 0.40642 -2.45513
H53 -4.13609 -0.45168 -2.58526
H54 -4.72264 0.22663 -1.02788
H55 -8.47031 -2.04852 -2.44485
H56 -7.19905 -2.72257 -2.99854
C25 3.43937 3.15487 7.99528
C26 2.50253 3.08220 6.82536
C27 3.15236 2.48122 5.58187
O9 2.30068 2.61935 4.41209
C28 2.19948 3.87779 3.79245
N5 1.40349 2.31486 7.40915
H57 3.05294 3.55699 8.93180
H58 4.36053 3.66693 7.71716
H59 3.74246 2.12280 8.17149
H60 2.14831 4.10321 6.68331
H61 3.32173 1.40938 5.68481
H62 4.18356 2.81501 5.46653
H63 1.24024 3.95360 3.28034
H64 3.04328 3.95053 3.10630
H65 2.27820 4.66433 4.54295
H66 0.59258 2.12233 6.83865
H67 1.06084 2.97067 8.09661
C29 -2.79487 1.70023 5.17151
C30 -2.42239 2.51965 6.41013
C31 -2.80076 3.94990 6.43590
O10 -1.88723 4.72374 5.59460
C32 -2.08119 6.12381 5.62707
N6 -2.98219 1.91319 7.59930
H68 -3.87512 1.62781 5.04542
H69 -2.45003 0.67250 5.28538
H70 -2.32495 2.04997 4.25230
H71 -1.35806 2.44409 6.63285
H72 -2.84935 4.38012 7.43623
H73 -3.80465 4.08385 6.03296
H74 -1.48834 6.73198 4.94388
H75 -1.92307 6.50529 6.63582
H76 -3.11815 6.37404 5.40298
H77 -3.17818 0.92529 7.52350
H78 -3.94622 2.21304 7.57022
C33 0.53111 -0.59759 4.24655
C34 1.51043 -1.20259 3.27074
C35 0.93710 -2.20743 2.24737
O11 2.01322 -2.81966 1.45845
C36 1.60781 -3.94180 0.73618
N7 2.12274 -0.15859 2.51281
H79 1.01445 0.00511 5.01546
H80 -0.09443 -1.29384 4.80514
H81 -0.17596 0.05793 3.73818
H82 2.22626 -1.74332 3.88984
H83 0.32901 -1.72869 1.47981
H84 0.39301 -2.99762 2.76475
H85 1.90105 -3.77671 -0.30058
H86 0.52203 -3.88565 0.65854
H87 2.14662 -4.84987 1.00673
H88 1.50563 0.31682 1.86996
H89 2.49447 0.55655 3.12148
C37 -4.42586 -6.47403 2.89651
C38 -3.50538 -5.31654 2.24690
C39 -3.91354 -3.85173 2.69345
O12 -3.01885 -2.81179 2.28663
C40 -3.11941 -2.34483 0.97613
N8 -2.16691 -5.52379 2.67784
H90 -4.30169 -7.51347 2.59276
H91 -5.46965 -6.20137 2.74083
H92 -4.31826 -6.45384 3.98100
H93 -3.47550 -5.39566 1.16019
H94 -3.99767 -3.79182 3.77855
H95 -4.95004 -3.68586 2.39979
H96 -2.63954 -1.42674 0.63710
H97 -4.18911 -2.18803 0.83738
H98 -2.83657 -3.18317 0.33953
H99 -2.22612 -5.43123 3.68185
H100 -1.60055 -4.72140 2.44225

Results
Net charge: -1
Spin multiplicity: 2
HOMO-LUMO gap (spin up / spin down) in eV: 2.44 / 5.03
Expectation value of S²: 0.750
HOMO energy (spin up / spin down) in eV: -0.794 / -3.391
F_max in eV Å⁻¹: 4.39

---

[5]
Entry from the OMol25 dataset: a molecular structure, C29H32F6N3O6SeW (ωB97M-V with the def2-TZVPD basis set).

Cartesian coordinates (Å):
W1 0.26173 0.72766 2.96705
C1 0.79523 -0.78569 5.73425
O1 0.62162 0.50619 5.04682
C2 0.98600 1.67224 5.87648
C3 0.05263 2.76736 5.40424
O2 0.02077 2.69440 3.90489
C4 0.66201 3.74807 3.11920
C5 2.10561 3.38872 2.96576
O3 2.18352 2.05762 2.42430
C6 3.50102 1.65107 2.02162
H1 0.08049 -0.81094 6.51276
H2 1.84414 -0.89298 5.93112
H3 0.51508 -1.46651 4.95561
H4 2.01475 1.89994 5.65965
H5 0.82613 1.40330 6.95226
H6 0.43312 3.70918 5.73774
H7 -1.00116 2.57970 5.65775
H8 0.58797 4.71075 3.60257
H9 0.10627 3.75586 2.17203
H10 2.60968 3.35132 3.98412
H11 2.70806 4.04489 2.36285
H12 3.41787 0.63664 1.61722
H13 4.18773 1.60568 2.89511
H14 3.95678 2.32080 1.31037
F1 1.18964 2.57496 -3.37633
C7 0.23748 1.72902 -2.82368
C8 -0.10316 1.90566 -1.52310
C9 -0.89439 0.91833 -0.92978
C10 -1.14739 0.81574 0.43378
O4 -0.36786 1.54455 1.27045
C11 -2.10104 -0.03525 0.93284
C12 -2.76306 -0.84866 0.03853
N1 -2.30398 -1.00916 -1.18222
C13 -2.66671 -2.26961 -1.84674
C14 -4.03171 -2.80738 -1.71561
C15 -3.51133 -2.30368 -3.06118
C16 -1.30835 -0.18735 -1.65969
C17 -0.91257 -0.34278 -3.05879
C18 -0.19433 0.65993 -3.68006
N2 0.35204 0.63757 -4.98881
C19 0.06982 1.71459 -5.93670
C20 0.35418 1.27161 -7.36437
N3 1.84696 0.96548 -7.39596
C21 2.23547 -0.09225 -6.38417
C22 1.78532 0.38518 -4.98289
C23 -2.46180 -0.26653 2.46660
O5 -3.50518 -0.78955 2.73595
O6 -1.61391 0.23946 3.30849
H15 0.28503 2.64650 -0.81245
H16 -3.58125 -1.54546 0.31510
H17 -1.81906 -2.93528 -1.72086
H18 -4.88252 -2.25460 -1.32757
H19 -4.03984 -3.83760 -1.61430
H20 -3.97990 -1.42816 -3.46213
H21 -3.28776 -3.08888 -3.78797
H22 -1.29231 -1.15271 -3.65857
H23 0.56682 2.67243 -5.73446
H24 -1.00965 1.94314 -5.88568
H25 0.13528 2.04955 -8.09826
H26 -0.18181 0.34899 -7.57629
H27 2.44966 1.81106 -7.33972
H28 2.07949 0.60204 -8.30344
H29 3.35003 -0.24144 -6.37020
H30 1.76768 -1.01574 -6.69165
H31 2.42382 1.25241 -4.76466
H32 1.99433 -0.39595 -4.32735
F2 -1.99345 -5.81790 3.27183
C24 -1.14754 -4.80291 3.09158
C25 -0.00589 -4.61624 3.84882
F3 0.25647 -5.45334 4.86300
C26 0.82106 -3.57546 3.57157
F4 1.86936 -3.29199 4.36928
C27 0.56848 -2.74896 2.50487
Se1 1.66614 -1.11545 2.32259
C28 -0.43558 -3.05895 1.61203
F5 -0.45635 -2.32970 0.49007
C29 -1.36117 -4.02974 1.93392
F6 -2.42071 -4.27483 1.18858

Results
Net charge: +3
Spin multiplicity: 3
HOMO-LUMO gap (spin up / spin down) in eV: 7.45 / 7.92
Expectation value of S²: 2.015
HOMO energy (spin up / spin down) in eV: -16.035 / -16.174
F_max in eV Å⁻¹: 3.22

---

In kJ/mol, the relative energy (zero: lowest compared OMol25 entry of this formula, charge and spin) values for the records above are, in order, 106.8, 156.3, 63.4, 54.6, 138.5.